{
  "formula": "C6H6",
  "method": "ωB97M-V/def2-TZVPD",
  "species": ["C", "C", "C", "C", "C", "C", "H", "H", "H", "H", "H", "H"],
  "positions_angstrom": [[0.014, 1.561, -0.497], [-0.545, 2.231, -1.387], [-0.331, 0.113, -0.652], [-0.828, -0.489, -1.712], [0.699, 1.190, 0.824], [0.143, -0.310, 0.675], [-0.883, -1.539, -1.654], [-0.855, -0.090, -2.743], [1.882, 1.341, 0.786], [0.282, 1.751, 1.656], [-0.627, -0.619, 1.399], [0.798, -1.207, 0.568]],
  "atomic_forces_ev_per_a": [[1.9, -1.3, 2.8], [-1.1, 2.0, -1.7], [-1.5, 0.1, -1.9], [0.9, -0.3, -1.2], [2.3, -0.1, 0.0], [0.6, -0.2, 0.6], [-0.4, -1.3, 0.0], [-0.3, 0.2, 1.0], [-2.7, -0.5, 0.1], [0.1, -0.1, 0.1], [0.1, 0.5, -0.2], [0.1, 1.0, 0.4]],
  "homo_ev": -9.04,
  "fmax_ev_per_a": 3.6,
  "e_tot_ev": -6313.1335
}